Molecular formula: C29H26AsN4O3S2Sr
Method: DFT, ωB97M-V with the def2-TZVPD basis set

Properties
- frontier orbital gap (eV) = 5.295
- relative energy (zero: lowest compared OMol25 entry of this formula, charge and spin) (kJ/mol) = 1179.33
- LUMO level (hartree) = 0.0294
- HOMO level (eV) = -4.49
- calculated total energy (Ha) = -4627.99469
- charge = -1

Each line ends with the Mulliken charge.
Positions of all 66 atoms, in Å:
1 C 4.655 1.860 -0.956  -1.426
2 O -3.379 -0.908 -1.583  -0.597
3 C -3.245 2.258 -4.251  -0.786
4 H 3.978 -2.011 2.555  0.450
5 As 3.796 0.035 -0.794  1.907
6 H 2.840 -2.062 0.455  1.787
7 C -0.942 -1.332 0.961  1.855
8 H 1.947 2.204 -0.466  0.142
9 C -4.573 -1.809 4.300  -0.558
10 C -4.365 1.442 -4.152  -0.336
11 C 2.514 -0.596 1.808  0.303
12 H -5.254 -0.254 -3.160  0.413
13 N -5.093 -2.735 7.643  -0.578
14 H 0.736 -2.685 -2.287  0.477
15 C -3.857 -2.145 5.449  0.521
16 H 6.268 -0.636 -0.931  0.389
17 C 3.405 1.659 1.706  -1.059
18 C -1.325 -4.433 -0.099  -0.099
19 N -0.520 1.522 -0.955  -1.179
20 C 2.498 0.697 1.054  1.403
21 C 3.474 -1.889 -0.403  -2.486
22 H 0.145 -4.363 1.492  0.427
23 H -3.241 3.111 -4.917  0.367
24 C 5.497 -0.605 -1.713  -1.397
25 H 5.841 0.089 -2.477  0.414
26 C -3.909 -1.495 3.132  -0.671
27 C -4.545 -2.470 6.665  0.086
28 C -0.943 0.545 -1.749  0.439
29 H 5.313 2.047 2.547  0.451
30 H 5.898 -0.459 2.538  0.450
31 C -1.799 -1.863 4.236  -0.374
32 H 5.671 1.813 -0.569  0.387
33 H -4.467 -1.230 2.243  0.494
34 H 4.138 2.702 -0.507  0.396
35 C -2.504 -1.522 3.059  -0.097
36 C -2.132 1.971 -3.472  -0.391
37 O 1.564 -1.372 1.918  -0.387
38 H -5.656 -1.806 4.332  0.412
39 H -2.153 -4.979 0.319  0.443
40 H 5.410 -1.608 -2.127  0.381
41 H 3.116 2.701 1.640  0.574
42 C -0.139 -4.135 0.476  -0.898
43 C -1.796 -1.289 1.854  -1.567
44 H 4.676 1.963 -2.038  0.525
45 S 2.313 0.050 -2.286  -0.550
46 C -2.117 0.887 -2.607  0.473
47 H 3.171 -2.281 -1.371  0.463
48 C 4.891 -0.109 2.349  -1.010
49 H 4.419 -2.366 -0.140  0.353
50 C -3.265 0.095 -2.482  0.290
51 N 0.305 1.025 0.024  0.706
52 O -0.571 -0.664 -1.734  -0.194
53 S -1.376 -3.794 -1.681  -0.170
54 C 4.592 1.306 2.231  -0.216
55 H -5.245 1.652 -4.749  0.359
56 C 0.223 -3.241 -1.504  -0.081
57 N 0.738 -3.442 -0.318  0.008
58 C -4.378 0.372 -3.273  -0.621
59 H -1.908 -2.427 6.300  0.410
60 C 3.850 -0.961 2.322  -0.271
61 Sr 1.397 -0.918 -0.204  -1.139
62 C 1.527 1.354 0.071  -1.321
63 H -2.550 -1.018 -1.076  0.144
64 H -0.719 -1.888 4.169  0.508
65 C -2.459 -2.165 5.405  -0.565
66 H -1.248 2.595 -3.522  0.418


Molecular formula: C30H44ClF3KN3O6S
Method: DFT, ωB97M-V with the def2-TZVPD basis set

Properties
- frontier orbital gap (eV) = 5.683
- LUMO level (hartree) = -0.0705
- HOMO level (eV) = -7.60
- calculated total energy (Ha) = -3542.94204

Each line ends with the Mulliken charge.
Positions of all 89 atoms, in Å:
1 H 6.574 3.098 3.110  0.385
2 H 1.686 2.502 -0.676  -0.337
3 H -2.067 1.644 -3.173  0.666
4 H -1.354 -3.042 1.688  -0.085
5 H 0.620 -5.385 -1.308  0.508
6 H -2.486 -3.711 5.698  0.483
7 N 0.554 -2.094 -1.832  0.244
8 H 0.178 -2.412 -3.843  0.501
9 H -1.560 -4.043 3.125  0.177
10 S -0.907 4.110 -4.456  1.379
11 F -1.627 6.146 -5.958  -0.234
12 C 2.474 4.492 -0.511  0.718
13 C -2.093 -5.162 -0.588  -0.994
14 H -3.556 0.496 -1.465  0.660
15 O 3.151 5.024 0.342  -0.586
16 H -1.613 -2.195 7.769  0.414
17 C 0.434 -1.306 -0.744  -0.267
18 N -2.400 -0.507 5.102  0.048
19 H -1.200 0.440 0.979  -0.020
20 H 4.000 -1.031 2.935  0.379
21 C 4.694 2.245 2.503  -0.586
22 N 5.761 -0.143 3.481  -0.593
23 C -1.126 -4.184 -1.305  0.421
24 F 0.455 6.164 -5.374  -0.232
25 H -0.535 -0.929 -5.235  0.221
26 H 4.284 3.172 2.122  0.529
27 H 0.894 -1.650 0.167  0.657
28 H -2.660 -5.659 -1.369  0.379
29 H 1.403 6.271 -1.017  0.360
30 H 1.693 5.150 -2.368  0.281
31 H -3.174 -3.362 -0.021  -0.058
32 H -1.465 -3.183 -1.047  -0.532
33 O -2.888 -4.507 1.669  -0.409
34 O 0.801 0.475 1.250  -0.160
35 O 0.331 3.364 -4.333  -0.648
36 K -2.677 -1.663 0.927  1.015
37 H 0.461 4.771 -1.155  0.164
38 C 1.442 5.224 -1.308  -0.967
39 O -2.010 3.344 -5.002  -0.696
40 C 5.967 2.206 3.050  -0.443
41 C -1.182 -0.298 -4.548  -1.019
42 C -3.143 2.176 -0.224  -0.846
43 H 1.492 -3.747 -2.686  0.352
44 C -1.949 -0.539 6.393  -0.544
45 C 2.628 3.024 -0.848  -0.365
46 O -1.246 4.887 -3.276  -0.706
47 C -0.559 5.370 -5.742  0.393
48 C 0.374 0.627 2.604  -0.954
49 C -0.314 0.735 0.410  -0.924
50 H 0.569 -4.366 0.090  0.182
51 H -3.248 1.855 0.807  0.173
52 C -1.678 1.495 -2.168  -0.333
53 H 2.905 2.914 -1.897  0.475
54 C 1.248 -3.379 -1.697  -1.336
55 H -3.274 3.225 -0.466  0.341
56 H -1.239 -4.286 -2.381  0.607
57 C 0.037 -1.744 -3.002  -0.572
58 C 0.344 -4.387 -0.974  -0.312
59 C 6.451 0.994 3.521  -0.270
60 C -2.873 1.320 -1.242  -0.733
61 H -0.302 -0.183 2.900  0.175
62 C -2.668 -1.787 4.684  -0.426
63 C -3.130 -4.414 0.263  -0.232
64 F -0.229 4.798 -6.902  -0.225
65 H -0.436 1.789 0.177  0.436
66 C -0.841 0.260 -2.065  0.481
67 H -0.984 0.745 -4.788  0.322
68 H -1.178 2.419 -1.888  -0.445
69 C -1.923 -1.845 6.800  -0.498
70 H -3.039 -1.995 3.695  0.465
71 C -2.380 -2.639 5.715  -0.530
72 C 3.962 1.067 2.451  0.518
73 H -1.564 -5.901 0.002  0.492
74 H -2.247 -0.505 -4.629  0.231
75 C -0.673 -0.558 -3.175  0.250
76 H -0.180 1.567 2.651  0.395
77 C 4.541 -0.089 2.954  -0.392
78 H -2.517 0.326 4.557  0.195
79 H 1.231 0.685 3.259  0.477
80 H 7.444 0.925 3.952  0.345
81 H -0.816 -4.726 1.714  0.297
82 H 3.400 2.577 -0.228  0.200
83 H -1.687 0.367 6.910  0.420
84 C -1.597 -4.048 2.042  -0.350
85 Cl 1.224 -1.788 -5.656  -0.619
86 C -0.235 -0.117 -0.832  0.659
87 H 2.180 -3.205 -1.173  0.379
88 H 2.962 1.036 2.039  0.238
89 H -4.118 -4.811 0.065  0.391


Molecular formula: C26H26CuN6OPSe
Method: DFT, ωB97M-V with the def2-TZVPD basis set

Properties
- frontier orbital gap (spin up / spin down) (eV) = 5.753 / 5.760
- LUMO level (spin up / spin down) (hartree) = -0.1462 / -0.1455
- spin multiplicity = 2
- HOMO level (spin up / spin down) (eV) = -9.73 / -9.72
- calculated total energy (Ha) = -5793.18878
- charge = +1

Each line ends with the Mulliken spin population.
Positions of all 62 atoms, in Å:
1 H -2.427 5.288 -1.807  0.001
2 C -3.137 -0.246 0.930  0.030
3 H 0.320 -5.538 -0.258  0.000
4 N 2.430 0.510 -0.812  0.058
5 C 2.487 -3.873 -2.011  0.000
6 H -0.538 -4.215 0.503  0.000
7 C -2.303 4.176 -1.770  0.008
8 C -3.232 1.982 -1.340  0.017
9 C -0.283 -4.056 -2.698  0.000
10 C -3.425 3.331 -1.592  0.000
11 C 0.291 2.791 1.835  0.002
12 H 0.075 3.085 0.799  -0.001
13 H 2.920 -2.938 -2.433  0.000
14 H -4.032 1.295 -1.076  0.000
15 H 5.744 2.456 -0.355  0.000
16 C -1.017 3.688 -1.853  0.000
17 H -4.492 -3.217 1.906  0.001
18 H -3.763 -3.841 -0.417  0.000
19 C 0.418 -4.500 0.053  0.000
20 C 0.452 3.701 2.837  -0.003
21 H 1.164 -4.384 0.828  0.000
22 C 0.853 1.026 3.613  0.002
23 N 0.350 0.377 1.416  0.018
24 C 3.517 -0.067 -0.293  0.002
25 C -2.578 -0.635 -0.301  -0.020
26 C -1.923 1.420 -1.334  -0.003
27 H -0.268 -3.351 -3.539  0.000
28 C -2.882 -1.888 -0.830  0.026
29 H -0.120 4.300 -1.936  0.002
30 N 0.383 1.745 -1.539  0.049
31 P 0.821 -3.463 -1.372  0.001
32 C -3.724 -1.195 1.755  -0.015
33 C -3.962 -2.488 1.263  0.025
34 C 0.841 3.346 4.184  0.001
35 H 0.352 4.792 2.647  0.000
36 C 4.714 0.578 -0.050  -0.002
37 H -2.977 0.774 1.283  0.000
38 H 3.079 -4.272 -1.210  0.000
39 N -1.631 0.164 -0.978  0.147
40 C 3.782 2.480 -1.167  -0.001
41 N 0.884 -0.247 3.923  -0.005
42 H -1.304 -4.120 -2.253  0.000
43 C 1.096 2.081 4.561  -0.002
44 H 0.008 -5.084 -3.003  0.000
45 N 1.454 2.449 -1.622  0.011
46 H 1.398 1.837 5.574  0.000
47 C 4.849 1.887 -0.545  0.003
48 H 2.426 -4.658 -2.793  0.000
49 C -3.571 -2.828 -0.059  -0.016
50 Cu 0.400 -0.019 -0.466  0.657
51 H 5.512 0.020 0.438  0.000
52 H -2.471 -2.189 -1.771  0.001
53 H 3.383 -1.122 -0.053  0.002
54 H -3.957 -0.899 2.812  0.000
55 H 0.840 4.174 4.944  0.000
56 H 3.762 3.499 -1.569  0.000
57 C 0.477 1.433 2.178  0.000
58 C -0.835 2.314 -1.669  0.006
59 H -4.423 3.810 -1.620  0.000
60 Se 0.608 -1.249 2.383  -0.001
61 C 2.545 1.777 -1.223  0.008
62 O 0.642 -2.007 -1.050  -0.010